The following is a quantum chemistry calculation of an isolated molecule of C4H8O2, from OMol25.

XYZ file:
```
14
Properties=species:S:1:pos:R:3:lowdin_charge:R:1
C 2.015 -0.401 -1.094 -0.07
C 0.584 0.079 -0.963 -0.26
O 0.067 -0.356 0.292 -0.06
C -0.985 0.399 0.728 -0.40
C -1.934 -0.090 1.713 -0.07
O -2.299 0.078 0.336 0.00
H 2.643 0.043 -0.315 0.08
H 2.064 -1.489 -1.000 0.08
H 2.421 -0.118 -2.072 0.08
H 0.543 1.179 -1.017 0.12
H -0.047 -0.316 -1.769 0.13
H -0.794 1.474 0.691 0.16
H -2.333 0.640 2.419 0.11
H -1.948 -1.122 2.052 0.12
```

Output
- LUMO energy: 0.0416 Ha

The following is a quantum chemistry calculation of an isolated molecule of C5H12O2, from OMol25.

XYZ file:
```
19
Properties=species:S:1:pos:R:3:lowdin_charge:R:1
C -0.455 0.040 -2.667 -0.13
C 0.390 -0.600 -1.616 -0.18
C -0.175 0.189 -0.239 -0.41
O -1.562 0.442 -0.341 -0.09
C 0.282 -0.644 0.972 -0.15
C 0.657 0.153 2.210 -0.27
O -0.542 0.638 2.796 -0.07
H -0.854 -0.565 -3.481 0.07
H -1.336 0.255 -1.999 0.06
H -0.029 0.986 -3.023 0.08
H 1.473 -0.411 -1.600 0.10
H 0.188 -1.680 -1.528 0.11
H 0.316 1.180 -0.275 0.15
H -1.289 0.811 0.607 0.14
H 1.178 -1.163 0.618 0.11
H -0.461 -1.410 1.242 0.14
H 1.307 0.991 1.910 0.12
H 1.226 -0.470 2.918 0.12
H -0.313 1.260 3.498 0.09
```

Output
- LUMO energy: 0.0265 Ha

The following is a quantum chemistry calculation of a structure of composition C4H8O2Si, from OMol25.

XYZ file:
```
15
Properties=species:S:1:pos:R:3:lowdin_charge:R:1
C 2.331 0.949 -0.814 -0.49
C -0.586 -0.672 0.444 -0.42
C -1.391 -0.006 1.484 -0.04
C -1.243 -0.602 -0.959 -0.03
O 3.363 1.490 -0.400 -0.18
O 0.677 -0.922 0.620 -0.37
Si 2.223 -0.904 0.656 0.93
H 1.334 1.291 -0.364 0.05
H 2.171 0.715 -1.934 0.08
H -2.041 -0.614 2.136 0.10
H -1.994 0.635 0.859 0.07
H -0.719 0.580 2.033 0.07
H -2.262 -0.896 -0.843 0.07
H -0.793 -1.434 -1.511 0.08
H -1.069 0.390 -1.408 0.09
```

Output
- LUMO energy (spin up / spin down): -0.0209 / -0.0184 Ha

Calculated energy relative to the best compared isomer or geometry (same formula, charge and spin) in order - 2.2322 2.7805 4.5983 eV
Calculated maximum force in order - 0.0070 0.0946 0.0701 hartree/bohr
Calculated electronic energy in order - -8371.0496 -9472.3551 -16245.6603 eV